A structure of composition C32H90As2F15N8O12. Source: the Open Molecules 2025 dataset; level of theory: the ωB97M-V functional and the def2-TZVPD basis.

Structure (XYZ):
```
159
Properties=species:S:1:pos:R:3:forces:R:3
C 0.320 4.520 -0.812 -0.3 1.1 0.0
C 1.409 5.147 0.025 2.1 -0.2 0.6
C 1.031 5.443 1.462 -1.2 0.3 0.7
O 2.093 5.558 2.368 0.7 -0.6 -0.2
C 2.977 6.643 2.160 0.0 0.6 -0.1
N 2.564 4.133 0.163 -0.8 -0.5 -0.8
H 2.136 3.170 0.195 0.4 -0.8 0.4
H 3.116 4.064 -0.690 0.0 0.3 0.0
H 3.187 4.344 0.941 -0.3 -0.1 0.3
H -0.466 4.090 -0.195 0.3 -0.5 0.1
H 0.764 3.797 -1.489 -0.3 -0.1 -0.2
H -0.193 5.314 -1.359 0.2 -0.1 -0.3
H 1.954 5.982 -0.418 -0.7 0.3 -0.3
H 0.411 4.615 1.820 0.2 -0.1 0.1
H 0.398 6.336 1.562 0.0 0.0 -0.5
H 2.432 7.592 2.123 0.0 0.0 0.0
H 3.578 6.572 1.241 -0.2 -0.2 0.0
H 3.676 6.665 2.992 -0.1 0.0 0.1
C -0.057 -2.595 -8.119 -0.1 0.7 -0.3
C 0.650 -3.508 -7.153 0.5 0.7 0.3
C -0.283 -4.576 -6.613 0.3 0.2 0.0
O 0.269 -5.302 -5.566 0.2 -0.4 0.1
C 0.355 -4.562 -4.360 -0.1 0.1 0.6
N 1.878 -4.178 -7.756 -1.3 0.0 -0.8
H 2.472 -3.512 -8.248 0.3 0.1 0.5
H 2.368 -4.725 -7.042 0.2 0.1 0.0
H 1.493 -4.779 -8.491 0.4 -0.4 0.2
H 0.450 -1.638 -8.258 0.3 -0.2 -0.1
H -1.004 -2.304 -7.661 -0.1 -0.2 -0.1
H -0.275 -3.002 -9.108 0.0 -0.2 0.1
H 1.100 -2.883 -6.386 -0.2 -0.1 0.5
H -0.496 -5.275 -7.430 -0.3 -0.1 0.1
H -1.197 -4.059 -6.303 -0.1 -0.2 -0.1
H 0.441 -5.229 -3.505 0.1 -0.3 -0.3
H -0.572 -4.007 -4.176 0.1 0.2 -0.2
H 1.245 -3.924 -4.350 -0.2 0.2 -0.1
C 6.819 1.578 -0.665 0.2 -0.5 0.5
C 6.194 0.272 -1.105 0.3 0.6 -0.1
C 6.096 -0.802 -0.068 -0.8 -0.8 0.8
O 5.624 -1.951 -0.718 -0.4 0.3 0.1
C 5.346 -3.015 0.189 0.6 0.0 -0.3
N 4.807 0.515 -1.682 0.5 -0.1 -0.6
H 4.823 1.386 -2.212 0.2 -0.2 -0.3
H 4.716 -0.283 -2.335 -1.1 0.0 0.1
H 3.990 0.653 -1.053 -0.1 -0.6 0.3
H 6.887 2.282 -1.492 0.0 0.1 0.1
H 7.830 1.364 -0.317 0.1 0.1 -0.2
H 6.304 2.004 0.200 -0.2 0.1 -0.2
H 6.748 -0.139 -1.951 0.1 0.1 0.0
H 5.366 -0.513 0.713 0.0 0.2 -0.1
H 7.018 -1.038 0.480 0.3 0.4 -0.4
H 4.734 -2.708 1.044 -0.1 0.2 -0.1
H 6.305 -3.390 0.563 -0.2 -0.2 0.1
H 4.836 -3.776 -0.392 0.0 -0.1 0.1
C -8.645 3.198 1.680 -0.7 0.4 0.3
C -7.154 3.350 1.775 0.7 -0.7 -0.3
C -6.350 2.940 0.540 -0.9 0.5 -0.4
O -4.984 2.995 0.816 0.0 -0.2 0.0
C -4.425 1.737 1.218 0.5 -0.1 0.0
N -6.787 4.792 2.063 0.4 -0.1 -0.1
H -5.818 4.844 2.392 -0.1 -0.1 0.1
H -6.796 5.331 1.193 -0.3 0.1 0.1
H -7.411 5.210 2.756 0.1 0.1 0.0
H -9.119 3.378 2.649 0.1 0.0 0.0
H -8.963 2.207 1.366 0.3 -0.1 -0.1
H -9.101 3.917 0.993 0.2 -0.1 -0.2
H -6.707 2.764 2.580 -0.3 0.1 0.3
H -6.586 3.619 -0.294 0.2 0.2 0.1
H -6.746 1.990 0.165 0.4 -0.3 0.3
H -3.347 1.868 1.299 0.0 0.1 -0.1
H -4.613 0.975 0.458 -0.1 0.0 0.0
H -4.752 1.376 2.195 -0.3 0.2 -0.1
C -7.654 -2.477 3.419 -0.6 -0.1 0.3
C -6.555 -1.778 2.671 0.3 0.2 0.1
C -5.270 -1.519 3.445 0.2 -0.4 0.0
O -4.360 -1.047 2.486 0.0 0.4 0.1
C -3.020 -1.462 2.717 0.6 -0.6 0.1
N -6.086 -2.623 1.498 0.0 -0.4 0.3
H -6.802 -2.823 0.800 0.0 0.2 0.0
H -5.242 -2.216 1.053 0.0 0.0 -0.1
H -5.781 -3.535 1.859 0.0 0.0 -0.1
H -8.058 -1.838 4.205 0.0 0.2 -0.2
H -7.390 -3.388 3.959 0.4 -0.1 -0.4
H -8.462 -2.708 2.721 -0.1 -0.1 0.2
H -6.946 -0.850 2.252 0.1 0.0 -0.2
H -4.978 -2.493 3.869 0.3 0.1 -0.1
H -5.297 -0.829 4.293 -0.6 0.0 -0.1
H -2.389 -0.946 2.003 0.0 -0.1 -0.1
H -2.975 -2.545 2.562 0.3 0.1 -0.2
H -2.643 -1.259 3.718 -0.3 0.3 0.2
C 4.568 1.735 3.342 0.4 0.0 -0.1
C 4.190 1.018 4.625 0.3 1.0 0.0
C 3.390 -0.231 4.437 -0.6 -1.6 0.0
O 4.306 -1.270 4.102 0.6 0.2 -0.4
C 3.694 -2.548 4.131 -0.6 -0.5 0.4
N 5.446 0.636 5.388 -0.3 -0.4 0.5
H 5.952 -0.119 4.915 -0.1 0.1 -0.2
H 6.048 1.432 5.593 0.0 0.0 -0.1
H 5.144 0.231 6.282 0.1 0.1 0.0
H 3.652 2.011 2.820 0.0 -0.1 0.0
H 5.184 1.112 2.689 -0.2 -0.1 0.0
H 5.135 2.648 3.543 -0.1 0.0 0.1
H 3.704 1.737 5.285 -0.4 -0.2 0.0
H 2.646 -0.158 3.637 0.0 0.5 0.1
H 2.830 -0.546 5.324 0.0 0.4 0.1
H 3.332 -2.768 5.141 -0.1 0.1 -0.1
H 4.394 -3.336 3.863 0.3 0.3 -0.1
H 2.839 -2.614 3.450 0.0 0.2 0.0
C -0.689 -0.615 -4.320 0.1 0.1 -1.2
C 0.018 0.532 -3.656 -0.1 1.0 0.2
C -0.775 1.109 -2.492 0.3 -0.5 0.5
O -1.828 1.826 -3.084 -0.2 0.2 -0.1
C -2.606 2.507 -2.119 0.2 -0.4 0.6
N 1.460 0.225 -3.297 -1.3 -0.3 0.8
H 2.048 0.989 -3.603 0.3 -0.3 -0.2
H 1.562 0.133 -2.268 0.1 -0.2 0.1
H 1.704 -0.672 -3.733 0.8 0.2 -0.3
H -0.662 -1.575 -3.808 -0.1 0.2 0.4
H -0.284 -0.749 -5.330 0.1 -0.2 0.1
H -1.710 -0.278 -4.492 -0.1 -0.3 0.3
H 0.077 1.397 -4.319 0.0 -0.3 -0.4
H -0.138 1.740 -1.854 0.0 0.1 -0.2
H -1.164 0.320 -1.841 0.0 -0.1 -0.1
H -2.577 1.956 -1.170 0.0 0.1 0.0
H -3.655 2.544 -2.403 0.1 0.2 -0.4
H -2.198 3.505 -1.945 -0.2 0.1 0.0
N 3.413 -2.355 -4.448 0.5 -2.0 -0.7
O 3.682 -3.505 -4.824 -0.1 0.2 0.1
O 3.695 -2.019 -3.277 -0.2 1.1 -0.1
O 2.839 -1.596 -5.269 -0.5 1.0 0.7
As -2.787 -3.574 -0.913 -0.2 -1.2 -0.1
F -3.729 -2.283 -0.140 0.3 0.5 0.0
F -3.944 -4.662 -0.208 -0.3 0.1 0.3
F -2.040 -4.942 -1.648 0.4 0.2 0.0
F -1.582 -2.510 -1.585 -0.2 0.5 -0.1
F -1.780 -3.687 0.489 -0.1 0.1 0.1
F -3.775 -3.355 -2.306 -0.1 0.2 -0.2
As -0.418 -0.283 6.036 0.1 0.8 0.4
F 0.199 -1.460 4.916 0.3 0.1 -0.3
F -1.215 0.567 4.738 -0.1 -0.1 -0.3
F -0.986 0.912 7.138 -0.3 0.0 0.1
F 0.456 -1.034 7.314 0.1 -0.3 0.0
F 0.978 0.763 5.750 0.4 -0.1 -0.3
F -1.811 -1.261 6.274 -0.2 -0.1 0.0
C 1.599 0.476 0.375 3.0 0.1 -0.5
O 1.721 -0.683 -0.438 -1.0 0.0 0.1
O 2.136 1.475 -0.377 -0.5 1.0 -0.2
C 0.240 0.734 1.039 -0.5 0.1 0.3
F -0.834 0.300 0.367 -0.1 -0.2 -0.2
F 0.206 0.181 2.247 0.0 -0.2 0.0
F 0.035 2.062 1.224 0.2 0.2 -0.1
C 1.228 -1.914 0.098 0.0 -1.1 -0.4
C 1.625 -3.041 -0.846 0.4 0.4 0.5
H 2.711 -3.155 -0.840 0.0 0.1 -0.2
H 1.215 -3.970 -0.453 -0.3 0.0 -0.3
H 1.302 -2.821 -1.862 -0.2 -0.3 0.0
H 0.140 -1.916 0.172 0.0 0.2 0.2
H 1.683 -2.151 1.066 -0.1 0.5 0.2
H 2.302 0.321 1.219 -0.5 -0.3 0.5
```
Positions in Å, forces in eV/Å.

The energy above the lowest of the compared OMol25 structures with the same formula, charge and spin comes out at 0.000 eV. The calculation puts the HOMO energy at -14.36 eV. As for the max |F|: 0.0583 hartree/bohr. The LUMO energy comes out at -6.06 eV. The total energy comes out at -233552.5513 eV. As for the total charge: +3.